[1]
Density functional theory data (ωB97M-V with the def2-TZVPD basis set) for a structure of composition C46H52GeKN6O2SSbTe.

Structure (ORCA input):
```
! wB97M-V def2-TZVPD RIJCOSX def2/J DEFGRID3
* xyz -2 1
K -0.221 0.534 -0.056
O -0.545 2.332 4.119
C -0.196 1.667 3.125
N -0.811 0.700 2.459
C -2.021 0.137 2.863
C -2.700 0.459 4.045
C -3.828 -0.232 4.463
C -4.324 -1.281 3.713
C -3.696 -1.597 2.515
C -2.581 -0.905 2.049
N -2.166 -1.153 0.716
C -1.701 -2.327 0.359
O -1.445 -3.359 1.021
C -1.496 -2.483 -1.159
C -1.998 -3.639 -1.764
C -1.870 -3.793 -3.130
C -1.232 -2.802 -3.866
C -0.730 -1.713 -3.177
N -0.840 -1.562 -1.860
C 1.215 2.025 2.577
C 1.912 3.055 3.205
C 3.161 3.408 2.735
C 3.687 2.729 1.646
C 2.931 1.707 1.099
N 1.734 1.353 1.550
H -2.295 1.262 4.640
H -4.308 0.052 5.393
H -5.191 -1.844 4.040
H -4.060 -2.412 1.898
H -2.460 -4.388 -1.137
H -2.256 -4.681 -3.621
H -1.105 -2.870 -4.938
H -0.213 -0.913 -3.696
H 1.429 3.551 4.034
H 3.712 4.216 3.204
H 4.652 2.976 1.224
H 3.311 1.157 0.246
C 1.979 -5.495 -3.909
C 2.638 -4.517 -4.636
C 2.837 -3.255 -4.091
C 2.383 -2.956 -2.815
C 1.713 -3.945 -2.094
C 1.516 -5.207 -2.631
Sb 2.519 -1.065 -1.793
C 3.535 -0.015 -3.366
C 4.769 0.598 -3.191
C 5.336 1.361 -4.203
C 4.677 1.521 -5.410
C 3.439 0.922 -5.595
C 2.876 0.169 -4.577
C 4.348 -1.641 -0.791
C 4.415 -1.543 0.590
C 5.544 -1.966 1.281
C 6.621 -2.497 0.590
C 6.563 -2.607 -0.793
C 5.434 -2.185 -1.474
H 1.819 -6.477 -4.337
H 2.998 -4.733 -5.635
H 3.353 -2.500 -4.676
H 1.316 -3.726 -1.107
H 0.986 -5.956 -2.055
H 5.299 0.494 -2.252
H 6.293 1.842 -4.037
H 5.113 2.126 -6.196
H 2.899 1.057 -6.525
H 1.893 -0.261 -4.734
H 3.567 -1.148 1.134
H 5.570 -1.882 2.361
H 7.501 -2.829 1.127
H 7.398 -3.031 -1.340
H 5.393 -2.286 -2.554
C 1.903 -3.788 2.400
Te 0.874 -1.912 2.439
C 2.351 -1.036 3.716
H 2.899 -3.666 1.976
H 1.308 -4.440 1.765
H 1.965 -4.216 3.397
H 2.581 -1.772 4.485
H 1.916 -0.158 4.185
H 3.253 -0.742 3.188
C -0.919 4.381 -2.649
Ge 0.783 4.113 -1.682
C 0.414 4.597 0.201
C 1.940 5.625 -2.300
C 1.443 2.346 -1.898
H -1.172 5.442 -2.699
H -1.737 3.849 -2.166
H -0.840 3.993 -3.664
H 0.014 5.611 0.271
H 1.325 4.545 0.796
H -0.309 3.916 0.654
H 1.490 6.594 -2.076
H 2.102 5.554 -3.377
H 2.914 5.573 -1.811
H 2.519 2.328 -1.657
H 1.372 2.105 -2.973
S -2.959 1.058 -3.279
C -4.032 0.064 -2.458
N -4.277 0.215 -1.149
C -5.210 -0.631 -0.435
C -5.099 -2.053 -0.960
C -5.359 -2.052 -2.458
N -4.730 -0.905 -3.098
H -3.536 0.652 -0.623
H -6.230 -0.249 -0.575
H -4.964 -0.571 0.624
H -5.808 -2.716 -0.460
H -4.094 -2.410 -0.743
H -6.438 -2.027 -2.658
H -4.952 -2.959 -2.916
H -4.467 -0.983 -4.067
*
```

Orbital gap   0.1769 hartree
E_LUMO   3.87 eV
E_HOMO   -0.9 eV
Relative energy (zero: lowest compared OMol25 entry of this formula, charge and spin)   20.42 kJ/mol

=====

[2]
Density functional theory data (ωB97M-V with the def2-TZVPD basis set) for a cluster of 3 separate species, C46H52NO7 in total.

Structure (ORCA input):
```
! wB97M-V def2-TZVPD RIJCOSX def2/J DEFGRID3
* xyz 1 1
C 0.440 -3.583 2.854
O 0.872 -3.598 1.419
C -0.215 -2.904 0.677
C -1.107 -3.952 -0.198
C -0.609 -4.259 -1.714
C 0.728 -3.484 -2.231
C 0.481 -2.076 -3.029
C -0.694 -1.112 -2.440
C -0.171 0.191 -1.577
C -1.436 1.074 -0.953
C -2.301 0.235 0.192
C -3.870 0.681 0.020
C -4.942 -0.163 0.925
C -4.808 -1.793 0.843
C -5.585 -2.497 -0.416
C -7.019 -1.909 -0.948
N -7.225 -2.824 -2.169
C -6.091 -3.391 -2.705
C -4.799 -2.806 -1.818
C -4.359 -1.521 -2.792
O -4.093 -1.981 -4.192
O -3.222 -2.954 -4.184
H 1.167 -4.294 3.434
H 0.456 -2.462 3.240
H -0.637 -4.068 2.934
H -0.916 -2.427 1.517
H 0.248 -2.007 0.087
H -2.241 -3.589 -0.114
H -1.086 -4.990 0.391
H -1.496 -3.931 -2.443
H -0.523 -5.426 -1.836
H 1.570 -3.328 -1.403
H 1.242 -4.214 -3.026
H 0.301 -2.283 -4.191
H 1.504 -1.473 -2.985
H -1.267 -0.660 -3.385
H -1.515 -1.636 -1.794
H 0.341 0.920 -2.371
H 0.661 -0.053 -0.788
H -1.029 2.063 -0.426
H -2.166 1.412 -1.831
H -1.872 0.618 1.238
H -2.107 -0.919 0.174
H -3.933 1.811 0.402
H -4.268 0.697 -1.080
H -6.033 0.192 0.600
H -4.829 0.135 2.068
H -5.335 -2.215 1.829
H -3.716 -2.211 0.869
H -5.842 -3.583 0.004
H -7.833 -2.342 -0.197
H -7.149 -0.754 -1.090
H -8.129 -3.068 -2.642
H -5.971 -4.116 -3.648
H -3.916 -3.584 -1.629
H -3.482 -0.888 -2.349
H -5.292 -0.792 -2.866
H -2.290 -2.610 -4.341
C -4.193 5.120 3.116
C -4.382 5.771 4.335
C -3.336 5.848 5.255
C -2.099 5.262 4.960
C -1.917 4.590 3.752
C -2.964 4.529 2.822
C -0.633 3.925 3.452
O -0.472 3.338 2.389
C 0.451 3.971 4.454
C 1.653 3.296 4.207
C 2.688 3.345 5.144
C 2.529 4.074 6.322
C 1.330 4.743 6.573
C 0.285 4.683 5.641
C -0.992 5.364 5.932
O -1.134 6.001 6.969
H -5.006 5.068 2.395
H -5.345 6.221 4.569
H -3.489 6.362 6.202
H -2.825 4.018 1.871
H 1.787 2.727 3.288
H 3.619 2.816 4.952
H 3.338 4.119 7.048
H 1.211 5.306 7.497
C 9.612 2.288 -3.948
C 10.371 1.151 -3.671
C 9.757 0.012 -3.147
C 8.380 0.014 -2.889
C 7.626 1.159 -3.143
C 8.241 2.295 -3.685
C 6.183 1.189 -2.828
O 5.519 2.193 -3.054
C 5.555 -0.005 -2.228
C 4.200 0.029 -1.871
C 3.595 -1.100 -1.315
C 4.335 -2.266 -1.124
C 5.685 -2.302 -1.474
C 6.299 -1.165 -2.018
C 7.736 -1.201 -2.352
O 8.389 -2.224 -2.180
H 10.089 3.173 -4.365
H 11.441 1.150 -3.864
H 10.354 -0.873 -2.938
H 7.656 3.188 -3.899
H 3.615 0.935 -2.019
H 2.544 -1.069 -1.034
H 3.861 -3.148 -0.698
H 6.258 -3.214 -1.318
*
```

Orbital gap   0.2359 hartree
E_LUMO   -4.48 eV
E_HOMO   -10.9 eV
Relative energy (zero: lowest compared OMol25 entry of this formula, charge and spin)   839.36 kJ/mol

=====

[3]
Density functional theory data (ωB97M-V with the def2-TZVPD basis set) for a structure of composition C46H53FeI2O6S2Si.

Structure (ORCA input):
```
! wB97M-V def2-TZVPD RIJCOSX def2/J DEFGRID3
* xyz 1 5
Fe -0.661 0.204 1.782
C -5.265 -6.532 -0.424
C -4.147 -5.616 -0.014
C -2.817 -6.016 -0.113
C -1.787 -5.167 0.257
C -2.100 -3.897 0.717
C -3.413 -3.472 0.843
C -4.427 -4.339 0.475
S -0.745 -2.841 1.152
O -1.429 -1.649 1.843
C -0.295 -2.196 -0.439
C -1.267 -1.498 -1.191
C -0.899 -0.893 -2.351
C 0.436 -0.986 -2.823
C 0.822 -0.374 -4.039
C 2.104 -0.483 -4.496
C 3.060 -1.215 -3.760
C 2.720 -1.809 -2.579
C 1.400 -1.701 -2.072
C 1.019 -2.281 -0.824
C 2.046 -3.021 -0.028
C 2.306 -4.380 -0.400
C 1.579 -5.023 -1.435
C 1.849 -6.319 -1.775
C 2.858 -7.043 -1.105
C 3.572 -6.451 -0.104
C 3.316 -5.111 0.271
C 4.046 -4.490 1.316
C 3.769 -3.210 1.681
C 2.774 -2.473 0.995
S 2.518 -0.850 1.717
O 1.218 -0.331 1.140
C 3.779 0.114 0.926
C 3.524 0.738 -0.286
C 4.512 1.523 -0.852
C 5.746 1.697 -0.224
C 6.813 2.557 -0.838
C 5.966 1.072 1.002
C 4.984 0.292 1.590
H -4.911 -7.552 -0.567
H -5.708 -6.196 -1.363
H -6.056 -6.544 0.325
H -2.584 -7.011 -0.472
H -0.754 -5.492 0.190
H -3.631 -2.489 1.243
H -5.459 -4.024 0.575
H -2.289 -1.445 -0.835
H -1.626 -0.345 -2.939
H 0.079 0.178 -4.602
H 2.390 -0.016 -5.429
H 4.071 -1.304 -4.137
H 3.462 -2.361 -2.017
H 0.804 -4.482 -1.962
H 1.286 -6.796 -2.567
H 3.062 -8.066 -1.388
H 4.348 -6.997 0.419
H 4.809 -5.056 1.834
H 4.301 -2.748 2.505
H 2.558 0.633 -0.761
H 4.321 2.020 -1.796
H 6.478 2.996 -1.777
H 7.713 1.975 -1.036
H 7.091 3.368 -0.164
H 6.912 1.212 1.511
H 5.152 -0.167 2.558
I -0.487 0.642 4.445
I 0.242 -1.601 5.654
C -0.881 4.184 -2.436
C 0.040 3.887 -1.260
C 0.507 2.433 -1.300
C 1.240 4.822 -1.259
O -0.674 4.161 -0.046
Si -1.681 3.219 0.823
O -0.881 1.961 1.435
O -2.876 2.693 -0.164
C -4.144 2.111 0.160
C -5.128 3.227 0.496
C -4.009 1.143 1.333
C -4.588 1.363 -1.088
O -2.349 4.105 2.018
C -1.775 5.096 2.887
C -0.362 4.694 3.298
C -1.766 6.430 2.154
C -2.683 5.153 4.107
H -0.365 4.005 -3.383
H -1.199 5.227 -2.408
H -1.767 3.551 -2.388
H 1.111 2.260 -2.195
H -0.349 1.753 -1.329
H 1.105 2.198 -0.418
H 1.803 4.729 -2.190
H 1.902 4.588 -0.423
H 0.905 5.855 -1.157
H -4.761 3.804 1.344
H -6.109 2.816 0.744
H -5.237 3.895 -0.360
H -3.671 1.663 2.232
H -3.297 0.346 1.090
H -4.972 0.677 1.549
H -4.610 2.043 -1.940
H -5.584 0.939 -0.953
H -3.888 0.552 -1.311
H 0.299 4.654 2.431
H -0.369 3.711 3.776
H 0.042 5.417 4.009
H -1.158 6.357 1.252
H -1.358 7.217 2.792
H -2.783 6.708 1.870
H -2.708 4.180 4.604
H -3.700 5.412 3.807
H -2.329 5.899 4.819
*
```

Orbital gap (alpha / beta)   0.2592 / 0.2575 hartree
E_LUMO (alpha / beta)   -4.00 / -4.05 eV
E_HOMO (alpha / beta)   -11.1 / -11.1 eV
Relative energy (zero: lowest compared OMol25 entry of this formula, charge and spin)   3.67 kJ/mol

=====

[4]
Density functional theory data (ωB97M-V with the def2-TZVPD basis set) for a structure of composition C46H53N8O2SbSe2Si3Tl.

Structure (ORCA input):
```
! wB97M-V def2-TZVPD RIJCOSX def2/J DEFGRID3
* xyz -1 1
Tl 0.525 -0.771 0.289
C -1.701 1.904 -5.349
C -2.927 1.966 -4.665
C -2.975 1.890 -3.286
C -1.777 1.727 -2.591
C -1.455 1.535 -1.197
N -2.352 1.805 -0.136
C -2.335 0.938 1.027
C -3.215 1.264 2.177
C -4.568 1.561 2.289
C -5.090 1.805 3.547
C -4.286 1.752 4.688
C -2.946 1.416 4.588
C -2.426 1.157 3.328
C -1.091 0.731 2.888
N -0.154 0.339 3.783
C 1.073 0.028 3.438
N 1.683 0.232 2.257
C 2.990 -0.183 2.354
N 3.927 -0.083 1.465
C 3.691 0.396 0.208
N 2.510 0.536 -0.378
C 2.687 1.016 -1.656
N 1.744 1.288 -2.533
C 0.444 1.317 -2.285
N -0.182 1.230 -1.045
C -0.549 1.615 -3.282
C -0.509 1.732 -4.671
C 4.105 1.153 -1.911
C 4.850 1.552 -3.017
C 6.230 1.545 -2.915
C 6.868 1.153 -1.731
C 6.136 0.766 -0.622
C 4.749 0.766 -0.717
C 3.218 -0.755 3.698
C 4.296 -1.404 4.267
C 4.132 -1.937 5.542
C 2.926 -1.812 6.225
C 1.847 -1.146 5.653
C 2.010 -0.626 4.384
N -1.057 0.643 1.579
H -1.699 1.982 -6.430
H -3.843 2.064 -5.235
H -3.916 1.944 -2.753
H -5.200 1.606 1.412
H -6.144 2.034 3.650
H -4.726 1.969 5.653
H -2.313 1.345 5.464
H 0.434 1.674 -5.202
H 4.353 1.854 -3.931
H 6.833 1.847 -3.763
H 7.951 1.151 -1.688
H 6.622 0.457 0.295
H 5.229 -1.505 3.728
H 4.955 -2.469 6.004
H 2.830 -2.251 7.211
H 0.899 -1.042 6.166
O 1.801 -4.891 -5.366
C 0.556 -4.313 -4.978
C 0.426 -2.826 -5.349
C 0.417 -2.675 -6.884
O 1.637 -3.032 -7.502
C 1.568 -1.990 -4.774
Se 1.555 -2.122 -2.813
C -0.880 -2.286 -4.789
Se -0.781 -2.085 -2.814
H 2.470 -4.602 -4.735
H 0.402 -4.434 -3.904
H -0.220 -4.876 -5.502
H 0.227 -1.630 -7.141
H -0.413 -3.278 -7.283
H 1.926 -3.865 -7.105
H 1.432 -0.938 -5.028
H 2.543 -2.304 -5.141
H -1.726 -2.939 -5.010
H -1.084 -1.292 -5.185
C -7.020 -0.361 0.733
Si -5.558 -0.949 -0.339
C -5.848 -0.191 -2.065
C -5.859 -2.808 -0.637
Sb -3.018 -1.125 0.220
Si -3.318 -2.516 2.411
C -2.194 -2.325 3.918
C -5.086 -2.514 3.117
C -2.988 -4.242 1.685
Si -2.914 3.480 -0.056
C -2.660 4.358 1.600
C -4.769 3.566 -0.479
C -1.954 4.532 -1.294
H -7.958 -0.669 0.265
H -7.047 0.725 0.847
H -6.977 -0.799 1.733
H -6.654 -0.730 -2.569
H -4.950 -0.282 -2.681
H -6.128 0.864 -2.030
H -6.770 -2.976 -1.216
H -5.944 -3.367 0.297
H -5.021 -3.233 -1.196
H -2.459 -1.446 4.506
H -1.145 -2.221 3.641
H -2.294 -3.211 4.551
H -5.350 -1.530 3.513
H -5.161 -3.238 3.932
H -5.821 -2.782 2.357
H -1.976 -4.286 1.277
H -3.679 -4.447 0.863
H -3.094 -5.040 2.426
H -3.040 3.811 2.460
H -3.184 5.317 1.555
H -1.601 4.562 1.777
H -5.218 2.574 -0.549
H -4.925 4.068 -1.437
H -5.315 4.128 0.283
H -0.886 4.306 -1.245
H -2.084 5.592 -1.062
H -2.278 4.367 -2.320
*
```

Orbital gap (alpha / beta)   0.1812 / 0.1797 hartree
E_LUMO (alpha / beta)   1.43 / 1.47 eV
E_HOMO (alpha / beta)   -3.5 / -3.4 eV
Relative energy (zero: lowest compared OMol25 entry of this formula, charge and spin)   0.00 kJ/mol

=====

no.,strongest force on any atom (hartree/bohr),calculated total energy (eV)
1,0.01909,-159089.98532
2,0.11292,-64350.86924
3,0.01116,-140986.91436
4,0.02523,-230141.65856